1.
The ion C6H13N2O with charge +1 in a non-equilibrium geometry, computed with wB97M-V/def2-TZVPD.

For the energy above the lowest of the compared OMol25 structures with the same formula, charge and spin, the calculation gives 65.3 kcal per mole. As for the SMILES: C[C@@]12NCC[N@@H+]1C[C@@H]2O. The net charge is +1.

```
22
Properties=species:S:1:pos:R:3:mulliken_charge:R:1
C -1.641 -0.144 0.083 0.28
C 1.159 1.363 0.155 -0.47
C -1.225 0.928 -0.920 -0.83
C 1.746 0.266 1.046 -0.68
C -0.181 -0.713 0.124 0.13
C 0.120 -2.077 -0.528 -1.24
N 0.267 0.601 -0.677 0.02
N 0.566 -0.535 1.337 -0.39
O -1.972 0.452 1.399 -0.63
H -2.465 -0.807 -0.304 0.42
H 0.673 1.945 0.987 0.24
H 1.820 2.039 -0.375 0.48
H -1.558 0.618 -1.956 0.32
H -1.676 1.934 -0.580 0.33
H 2.318 -0.285 0.396 0.31
H 2.373 0.539 1.887 0.44
H 0.105 -2.072 -1.580 0.39
H -0.688 -2.744 -0.206 0.34
H 1.134 -2.425 -0.123 0.34
H 0.604 0.245 -1.638 0.49
H -0.141 -0.150 2.077 0.40
H -2.585 0.096 2.093 0.33
```

2.
An isolated molecule of C4H5NO in a non-equilibrium geometry, computed with wB97M-V/def2-TZVPD.

For the energy above the lowest of the compared OMol25 structures with the same formula, charge and spin, the calculation gives 117.8 kcal per mole. As for the SMILES: CC1=C=CNO1.

```
11
Properties=species:S:1:pos:R:3:mulliken_charge:R:1
C 0.005 -0.205 1.798 -1.03
C -0.008 -0.147 0.306 0.90
C 0.701 -0.881 -0.647 -0.86
C 0.126 -0.325 -1.770 -0.31
N -0.757 0.769 -1.552 -0.22
O -0.837 0.819 -0.175 -0.17
H -0.997 -0.056 2.211 0.32
H 0.400 -1.171 2.113 0.31
H 0.657 0.579 2.203 0.25
H 0.182 1.236 -1.811 0.36
H 0.247 -0.494 -2.840 0.43
```

no.,HOMO energy (eV),electronic energy (eV)
1,-13.57,-11451.88225
2,-8.36,-7761.42025